Record 1
{
  "formula": "C23H40BrO8PS4",
  "method": "the ωB97M-V functional and the def2-TZVPD basis",
  "symbols": ["Br", "P", "C", "C", "C", "C", "C", "C", "C", "H", "H", "H", "H", "H", "H", "H", "H", "C", "C", "C", "S", "O", "O", "C", "H", "H", "H", "H", "H", "H", "H", "H", "C", "C", "C", "S", "O", "O", "C", "H", "H", "H", "H", "H", "H", "H", "H", "C", "C", "C", "S", "O", "O", "C", "H", "H", "H", "H", "H", "H", "H", "H", "C", "C", "C", "S", "O", "O", "C", "H", "H", "H", "H", "H", "H", "H", "H"],
  "xyz": [[1.106, 0.045, 0.080], [1.371, -2.020, -0.717], [0.536, -1.861, -2.362], [-0.970, -1.811, -2.192], [-1.627, -0.589, -2.087], [-3.006, -0.563, -1.881], [-3.712, -1.752, -1.790], [-3.060, -2.974, -1.900], [-1.686, -3.004, -2.103], [0.329, -2.711, -0.055], [0.878, -0.956, -2.846], [0.791, -2.720, -2.970], [-1.065, 0.328, -2.140], [-3.505, 0.385, -1.780], [-4.779, -1.745, -1.633], [-3.592, -3.907, -1.821], [-1.151, -3.938, -2.184], [-0.599, 1.271, 3.371], [-1.228, 2.347, 4.264], [-2.728, 2.388, 3.950], [-3.166, 0.736, 3.397], [-3.576, 0.808, 2.015], [-4.005, 0.095, 4.380], [-1.513, 0.057, 3.477], [0.416, 1.029, 3.670], [-0.571, 1.625, 2.338], [-1.079, 2.084, 5.314], [-0.768, 3.315, 4.098], [-3.325, 2.639, 4.823], [-2.955, 3.074, 3.136], [-1.384, -0.664, 2.671], [-1.411, -0.436, 4.445], [3.571, -3.525, 3.840], [2.044, -3.658, 3.908], [1.538, -2.621, 4.919], [2.732, -1.276, 4.893], [3.378, -1.202, 6.178], [2.132, -0.110, 4.295], [3.854, -2.031, 3.721], [3.988, -4.076, 2.998], [4.020, -3.918, 4.755], [1.617, -3.452, 2.924], [1.737, -4.663, 4.194], [0.561, -2.223, 4.656], [1.515, -3.016, 5.933], [4.873, -1.752, 3.976], [3.596, -1.654, 2.732], [3.566, -3.808, -7.307], [2.988, -2.762, -8.270], [1.519, -2.547, -7.886], [1.406, -2.904, -6.128], [0.577, -4.067, -5.939], [1.147, -1.691, -5.394], [3.118, -3.383, -5.912], [4.651, -3.866, -7.374], [3.161, -4.794, -7.542], [3.538, -1.825, -8.163], [3.077, -3.077, -9.308], [1.186, -1.526, -8.053], [0.857, -3.241, -8.401], [3.175, -4.174, -5.169], [3.662, -2.503, -5.568], [-1.444, 6.923, 0.090], [-2.899, 6.570, 0.429], [-2.867, 5.443, 1.470], [-1.326, 5.650, 2.377], [-0.481, 4.513, 2.110], [-1.609, 6.070, 3.725], [-0.720, 7.040, 1.428], [-1.374, 7.848, -0.481], [-0.997, 6.125, -0.506], [-3.398, 7.445, 0.848], [-3.457, 6.266, -0.455], [-3.694, 5.502, 2.173], [-2.843, 4.459, 1.004], [0.363, 6.972, 1.351], [-1.004, 7.947, 1.960]],
  "lowdin_charge": [0.234, 0.491, -0.470, -0.333, -0.072, -0.072, -0.093, -0.083, -0.066, -0.097, 0.059, 0.054, 0.087, 0.101, 0.098, 0.098, 0.109, -0.230, -0.205, -0.209, 0.664, -0.331, -0.332, -0.232, 0.076, 0.091, 0.122, 0.080, 0.105, 0.076, 0.099, 0.101, -0.219, -0.209, -0.210, 0.668, -0.314, -0.331, -0.226, 0.115, 0.119, 0.109, 0.114, 0.090, 0.105, 0.108, 0.102, -0.221, -0.213, -0.217, 0.656, -0.317, -0.325, -0.231, 0.115, 0.120, 0.117, 0.113, 0.102, 0.105, 0.108, 0.109, -0.220, -0.211, -0.223, 0.658, -0.315, -0.317, -0.228, 0.115, 0.120, 0.117, 0.114, 0.104, 0.106, 0.108, 0.108],
  "relative_energy_kcal_mol": 0.00,
  "gap_ev": 8.88,
  "total_energy_ha": -6010.40154,
  "smiles": "O=S1(=O)CCCC1.O=S1(=O)CCCC1.O=S1(=O)CCCC1.O=S1(=O)CCCC1.BrPCc1ccccc1"
}


Record 2
{
  "formula": "C24H30N6",
  "method": "the ωB97M-V functional and the def2-TZVPD basis",
  "symbols": ["N", "C", "C", "C", "C", "H", "H", "H", "H", "H", "N", "C", "C", "C", "C", "H", "H", "H", "H", "H", "N", "C", "C", "C", "C", "H", "H", "H", "H", "H", "N", "C", "C", "C", "C", "H", "H", "H", "H", "H", "N", "C", "C", "C", "C", "H", "H", "H", "H", "H", "N", "C", "C", "C", "C", "H", "H", "H", "H", "H"],
  "xyz": [[0.980, -1.988, 1.263], [0.047, -2.416, 0.373], [0.400, -3.897, -0.020], [1.652, -4.123, 0.774], [1.934, -2.951, 1.536], [0.716, -1.075, 1.765], [-0.979, -1.929, 0.024], [-0.142, -4.393, -0.690], [2.179, -5.086, 0.896], [2.736, -2.853, 2.189], [1.466, 0.096, 2.303], [0.224, -0.049, 2.690], [0.421, -0.709, 4.126], [1.906, -1.094, 4.347], [2.503, -0.440, 3.068], [1.672, 0.864, 1.428], [-0.786, 0.179, 2.241], [-0.408, -1.324, 4.549], [2.259, -1.654, 4.950], [3.540, -0.345, 2.593], [-3.214, 5.708, -2.837], [-2.086, 4.965, -2.442], [-1.927, 3.702, -3.349], [-2.880, 3.890, -4.468], [-3.678, 5.154, -4.058], [-3.496, 6.624, -2.337], [-1.661, 5.315, -1.528], [-1.218, 2.771, -3.129], [-3.150, 3.309, -5.398], [-4.499, 5.779, -4.473], [2.084, 0.494, -0.990], [0.707, 0.255, -0.728], [-0.004, 1.533, -0.581], [1.159, 2.651, -0.672], [2.405, 1.809, -0.922], [2.598, -0.379, -0.993], [0.220, -0.783, -0.940], [-1.123, 1.666, -0.542], [0.992, 3.566, -0.619], [3.469, 1.892, -1.217], [3.068, -1.884, -1.460], [2.757, -1.813, -2.856], [3.828, -0.953, -3.422], [4.559, -0.337, -2.186], [4.123, -1.114, -1.059], [2.295, -2.338, -0.765], [2.080, -2.346, -3.157], [4.021, -0.593, -4.540], [5.155, 0.485, -2.218], [4.427, -1.037, -0.003], [-4.137, -2.192, 3.151], [-3.143, -1.550, 2.349], [-3.747, -0.471, 1.679], [-5.208, -0.500, 1.927], [-5.327, -1.665, 2.881], [-3.958, -3.124, 3.754], [-2.065, -1.809, 2.193], [-3.188, 0.186, 0.932], [-6.115, 0.299, 1.357], [-6.462, -1.994, 3.251]],
  "lowdin_charge": [-0.043, -0.165, -0.014, -0.101, -0.150, 0.004, 0.140, 0.009, 0.088, 0.069, -0.127, -0.181, 0.007, 0.050, -0.075, 0.221, 0.128, 0.073, -0.047, 0.123, -0.062, -0.129, -0.096, -0.096, -0.134, 0.182, 0.064, 0.101, 0.084, 0.087, -0.050, -0.167, -0.055, 0.018, -0.097, 0.010, 0.093, 0.079, -0.045, 0.099, -0.049, -0.031, -0.011, -0.066, -0.186, 0.160, 0.000, 0.118, 0.039, 0.123, -0.047, -0.161, -0.168, -0.111, -0.215, 0.217, 0.080, 0.094, 0.167, 0.153],
  "relative_energy_kcal_mol": 390.51,
  "gap_ev": 8.33,
  "total_energy_ha": -1260.38808,
  "smiles": "c1cc[nH]c1.c1cc[nH]c1.c1cc[nH]c1.c1cc[nH]c1.c1cc[nH]c1.c1cc[nH]c1"
}


Record 3
{
  "formula": "C5H13NO2Si",
  "method": "the ωB97M-V functional and the def2-TZVPD basis",
  "symbols": ["C", "C", "C", "C", "C", "N", "O", "O", "Si", "H", "H", "H", "H", "H", "H", "H", "H", "H", "H", "H", "H", "H"],
  "xyz": [[2.277, 0.460, -1.464], [1.163, -0.373, -1.535], [-0.986, 2.219, -0.178], [-1.448, -1.622, -0.910], [0.044, 0.262, -0.859], [0.785, 0.006, 1.267], [0.064, 1.594, -0.955], [-1.200, -0.276, -0.743], [0.005, -0.669, 2.555], [3.291, 0.224, -1.753], [2.050, 1.263, -0.865], [1.034, -1.348, -2.112], [-1.937, 1.761, -0.360], [-0.966, 3.340, -0.391], [-0.658, 2.027, 0.848], [-1.037, -2.128, 0.063], [-0.990, -2.164, -1.769], [-2.526, -1.797, -0.867], [1.751, 0.192, 1.290], [0.591, -2.072, 2.978], [-0.087, 0.277, 3.636], [-1.221, -1.176, 2.126]],
  "lowdin_charge": [0.093, -0.033, -0.013, -0.092, -0.387, -0.206, -0.076, -0.088, 0.346, 0.074, 0.034, 0.132, 0.081, 0.123, 0.079, 0.107, 0.095, 0.099, -0.044, -0.088, -0.111, -0.126],
  "relative_energy_kcal_mol": 149.31,
  "gap_ev": [7.66, 7.66],
  "total_energy_ha": -692.86177
}


Record 4
{
  "formula": "HN3O7S2",
  "method": "the ωB97M-V functional and the def2-TZVPD basis",
  "symbols": ["N", "N", "N", "O", "O", "O", "O", "O", "O", "O", "S", "S", "H"],
  "xyz": [[2.048, -1.429, -0.441], [0.981, -1.593, -1.080], [-1.414, 1.754, 1.722], [0.855, -2.114, -2.149], [-2.202, 2.209, 2.470], [-0.236, 1.861, 1.595], [0.227, 1.362, -1.014], [-1.584, 0.173, -2.153], [1.804, -0.924, 0.771], [-0.242, -1.079, -0.394], [-2.132, 0.467, 0.492], [-0.726, 0.321, -1.014], [2.621, -1.006, 1.193]],
  "lowdin_charge": [0.101, -0.315, -0.619, 0.099, 0.080, 0.050, -0.249, -0.293, 0.039, -0.245, 0.895, 0.366, 0.091],
  "relative_energy_kcal_mol": 13.49,
  "gap_ev": 9.63,
  "total_energy_ha": -1487.57403
}


Record 5
{
  "formula": "C3H6N2O",
  "method": "the ωB97M-V functional and the def2-TZVPD basis",
  "symbols": ["C", "N", "C", "N", "C", "O", "H", "H", "H", "H", "H", "H"],
  "xyz": [[1.608, -0.557, 0.006], [0.541, 0.417, 0.027], [-0.753, 0.069, -0.223], [-1.240, -0.933, -0.852], [-1.751, 1.022, 0.382], [-1.418, 1.977, 1.045], [1.291, -1.496, 0.480], [2.457, -0.158, 0.564], [1.946, -0.780, -1.013], [0.632, 1.222, 0.631], [-0.510, -1.535, -1.235], [-2.803, 0.752, 0.188]],
  "lowdin_charge": [-0.091, -0.018, -0.451, 0.144, -0.181, 0.059, 0.088, 0.085, 0.082, 0.120, 0.043, 0.122],
  "relative_energy_kcal_mol": 28.93,
  "gap_ev": 9.81,
  "total_energy_ha": -302.64699,
  "smiles": "[H]/N=C(/C=O)NC"
}


Question: Number 1 is which compound?
Answer: C23H40BrO8PS4